[1]
C33H29BCl2F4IrNO2P2Te as an isolated structure at a distorted geometry. Source: the Open Molecules 2025 dataset; level of theory: ωB97M-V/def2-TZVPD.

Structure (XYZ):
```
76
Properties=species:S:1:pos:R:3:lowdin_spin:R:1
Ir -0.573 1.873 1.991 2.23
Cl 0.695 3.334 3.896 0.09
C -0.855 3.888 4.578 0.01
Cl -2.183 3.008 3.785 0.08
H -0.970 4.942 4.374 0.00
H -0.869 3.667 5.635 0.00
Te -2.474 0.385 0.238 0.39
C -3.214 -0.397 -1.591 0.05
C -3.551 0.391 -2.674 0.00
C -4.096 -0.252 -3.782 0.00
N -4.317 -1.567 -3.833 0.00
C -4.001 -2.298 -2.764 0.01
C -3.446 -1.761 -1.611 0.02
C -0.525 -0.391 0.198 0.61
P -0.085 -0.410 1.951 0.15
C -1.153 -1.691 2.646 0.03
C -1.487 -2.817 1.892 0.02
C -2.281 -3.804 2.454 0.00
C -2.751 -3.666 3.755 0.00
C -2.424 -2.544 4.504 0.00
C -1.621 -1.556 3.951 0.01
C 1.617 -0.977 2.155 0.03
C 2.626 -0.027 2.336 0.01
C 3.931 -0.437 2.558 0.00
C 4.230 -1.791 2.620 0.00
C 3.227 -2.738 2.451 0.00
C 1.920 -2.337 2.227 0.01
P 0.927 0.084 -0.801 0.50
C 1.374 1.162 -2.171 0.03
C 1.698 0.721 -3.460 0.03
C 2.159 1.631 -4.393 0.00
C 2.326 2.970 -4.054 0.04
C 2.070 3.397 -2.762 -0.01
C 1.623 2.484 -1.825 0.04
C 0.827 -1.578 -1.651 0.12
C 1.555 -2.689 -1.235 0.02
C 1.332 -3.930 -1.822 0.00
C 0.380 -4.067 -2.823 0.01
C -0.359 -2.964 -3.237 0.01
C -0.143 -1.724 -2.652 0.04
H -3.398 1.463 -2.670 0.00
H -4.368 0.319 -4.663 0.00
H -4.203 -3.363 -2.828 0.00
H -3.210 -2.396 -0.764 0.00
H -1.127 -2.908 0.872 0.01
H -2.537 -4.684 1.877 0.00
H -3.376 -4.439 4.186 0.00
H -2.797 -2.439 5.515 0.00
H -1.365 -0.673 4.528 0.00
H 2.390 1.029 2.274 0.00
H 4.715 0.299 2.694 0.00
H 5.246 -2.113 2.810 0.00
H 3.461 -3.794 2.507 0.00
H 1.139 -3.077 2.111 0.00
H 1.587 -0.313 -3.743 0.00
H 2.400 1.295 -5.394 0.00
H 2.681 3.675 -4.794 0.00
H 2.224 4.431 -2.476 0.00
H 0.695 3.654 -0.303 0.01
H 2.312 -2.581 -0.464 0.00
H 1.908 -4.790 -1.500 0.00
H 0.220 -5.032 -3.290 0.00
H -1.104 -3.069 -4.017 0.00
H -0.724 -0.866 -2.975 0.00
C 2.595 4.563 0.794 0.00
O 2.648 3.280 0.179 0.01
C 1.431 2.851 -0.381 0.02
O 0.960 1.712 0.282 0.26
H 3.592 4.774 1.171 0.00
H 1.883 4.584 1.624 0.00
H 2.318 5.341 0.079 0.00
F -1.297 2.499 -1.624 0.02
B -1.884 3.579 -0.903 0.01
F -3.271 3.361 -0.807 0.02
F -1.526 4.788 -1.436 0.00
F -1.354 3.519 0.479 0.04
```

Summary:
LUMO level (alpha / beta) = -2.943 / -5.039 eV
frontier orbital gap (alpha / beta) = 7.52 / 6.20 eV
expectation value of S² = 8.7865
spin multiplicity = 6
net charge = +1
E_HOMO (alpha / beta) = -10.5 / -11.2 eV
total energy = -105571.632 eV

---

[2]
A 2-piece molecular cluster, C2H2N2 overall at a distorted geometry. Source: the Open Molecules 2025 dataset; level of theory: ωB97M-V/def2-TZVPD.

Structure (XYZ):
```
6
Properties=species:S:1:pos:R:3:lowdin_charge:R:1
C -1.162 0.610 -0.064 -0.02
C -1.490 -0.539 0.065 -0.01
H -0.918 1.626 -0.196 0.01
H -1.738 -1.562 0.184 0.01
N 2.710 0.463 0.148 0.00
N 2.599 -0.598 -0.137 0.01
```

Summary:
LUMO level = 1.384 eV
frontier orbital gap = 12.17 eV
SMILES string = C#C.N#N
relative energy (zero: lowest compared OMol25 entry of this formula, charge and spin) = 0.0 kJ/mol
E_HOMO = -10.8 eV
total energy = -5085.185 eV

---

[3]
One molecule with the formula C6H11N2O3P at a distorted geometry. Source: the Open Molecules 2025 dataset; level of theory: ωB97M-V/def2-TZVPD.

Structure (XYZ):
```
23
Properties=species:S:1:pos:R:3:lowdin_charge:R:1
C 1.218 0.557 2.091 -0.02
C 1.371 0.802 0.727 -0.43
C 0.035 0.132 2.715 -0.51
C 2.637 1.372 0.193 -0.05
C -1.206 -0.995 -2.780 -0.06
C -0.667 -1.784 -1.622 -0.28
N 0.381 0.747 -0.156 -0.04
N -1.143 -0.049 1.893 0.02
O -0.042 0.017 3.930 0.04
O -2.393 0.862 -0.327 -0.16
O -1.221 -1.419 -0.339 -0.22
P -0.973 0.092 0.286 0.69
H 2.014 0.689 2.701 0.07
H 3.459 1.348 1.019 0.11
H 2.489 2.466 -0.043 0.10
H 2.945 0.849 -0.729 0.08
H -0.404 -0.949 -3.476 0.06
H -2.101 -1.406 -3.303 0.09
H -1.407 0.061 -2.249 0.10
H 0.361 -1.760 -1.462 0.09
H -0.971 -2.771 -1.660 0.09
H -1.869 -0.552 2.435 0.15
H -2.512 1.690 0.158 0.06
```

Summary:
LUMO level = 0.531 eV
frontier orbital gap = 8.95 eV
SMILES string = CCO[P@]1(O)=NC(C)=CC(=O)N1
relative energy (zero: lowest compared OMol25 entry of this formula, charge and spin) = 0.0 kJ/mol
E_HOMO = -8.4 eV
total energy = -24812.891 eV

---

[4]
C3H3FGaO3 as an isolated structure at a distorted geometry. Source: the Open Molecules 2025 dataset; level of theory: ωB97M-V/def2-TZVPD.

Structure (XYZ):
```
11
Properties=species:S:1:pos:R:3:lowdin_spin:R:1
C 1.321 -0.028 0.466 0.01
C 0.819 0.887 -0.573 0.00
F 1.358 0.497 1.707 0.00
H 1.897 -0.936 0.286 0.00
H 0.863 0.426 -1.564 0.00
H 1.123 1.929 -0.449 0.00
O -0.875 1.026 -0.241 0.01
C -1.392 -0.103 0.059 0.04
O -2.568 -0.456 -0.253 0.15
O -0.561 -1.100 0.323 0.15
Ga -1.986 -2.141 0.240 0.63
```

Summary:
LUMO level (alpha / beta) = -12.451 / -12.884 eV
frontier orbital gap (alpha / beta) = 7.62 / 9.74 eV
expectation value of S² = 0.7517
spin multiplicity = 2
relative energy (zero: lowest compared OMol25 entry of this formula, charge and spin) = 8.7 kJ/mol
net charge = +2
E_HOMO (alpha / beta) = -20.1 / -22.6 eV
total energy = -64371.827 eV

---

What is the formula in the second record? C2H2N2

---

Which of these has the highest total energy? C2H2N2

---

Please write out number 1 again, unchanged.
C33H29BCl2F4IrNO2P2Te as an isolated structure at a distorted geometry. Source: the Open Molecules 2025 dataset; level of theory: ωB97M-V/def2-TZVPD.

Structure (XYZ):
```
76
Properties=species:S:1:pos:R:3:lowdin_spin:R:1
Ir -0.573 1.873 1.991 2.23
Cl 0.695 3.334 3.896 0.09
C -0.855 3.888 4.578 0.01
Cl -2.183 3.008 3.785 0.08
H -0.970 4.942 4.374 0.00
H -0.869 3.667 5.635 0.00
Te -2.474 0.385 0.238 0.39
C -3.214 -0.397 -1.591 0.05
C -3.551 0.391 -2.674 0.00
C -4.096 -0.252 -3.782 0.00
N -4.317 -1.567 -3.833 0.00
C -4.001 -2.298 -2.764 0.01
C -3.446 -1.761 -1.611 0.02
C -0.525 -0.391 0.198 0.61
P -0.085 -0.410 1.951 0.15
C -1.153 -1.691 2.646 0.03
C -1.487 -2.817 1.892 0.02
C -2.281 -3.804 2.454 0.00
C -2.751 -3.666 3.755 0.00
C -2.424 -2.544 4.504 0.00
C -1.621 -1.556 3.951 0.01
C 1.617 -0.977 2.155 0.03
C 2.626 -0.027 2.336 0.01
C 3.931 -0.437 2.558 0.00
C 4.230 -1.791 2.620 0.00
C 3.227 -2.738 2.451 0.00
C 1.920 -2.337 2.227 0.01
P 0.927 0.084 -0.801 0.50
C 1.374 1.162 -2.171 0.03
C 1.698 0.721 -3.460 0.03
C 2.159 1.631 -4.393 0.00
C 2.326 2.970 -4.054 0.04
C 2.070 3.397 -2.762 -0.01
C 1.623 2.484 -1.825 0.04
C 0.827 -1.578 -1.651 0.12
C 1.555 -2.689 -1.235 0.02
C 1.332 -3.930 -1.822 0.00
C 0.380 -4.067 -2.823 0.01
C -0.359 -2.964 -3.237 0.01
C -0.143 -1.724 -2.652 0.04
H -3.398 1.463 -2.670 0.00
H -4.368 0.319 -4.663 0.00
H -4.203 -3.363 -2.828 0.00
H -3.210 -2.396 -0.764 0.00
H -1.127 -2.908 0.872 0.01
H -2.537 -4.684 1.877 0.00
H -3.376 -4.439 4.186 0.00
H -2.797 -2.439 5.515 0.00
H -1.365 -0.673 4.528 0.00
H 2.390 1.029 2.274 0.00
H 4.715 0.299 2.694 0.00
H 5.246 -2.113 2.810 0.00
H 3.461 -3.794 2.507 0.00
H 1.139 -3.077 2.111 0.00
H 1.587 -0.313 -3.743 0.00
H 2.400 1.295 -5.394 0.00
H 2.681 3.675 -4.794 0.00
H 2.224 4.431 -2.476 0.00
H 0.695 3.654 -0.303 0.01
H 2.312 -2.581 -0.464 0.00
H 1.908 -4.790 -1.500 0.00
H 0.220 -5.032 -3.290 0.00
H -1.104 -3.069 -4.017 0.00
H -0.724 -0.866 -2.975 0.00
C 2.595 4.563 0.794 0.00
O 2.648 3.280 0.179 0.01
C 1.431 2.851 -0.381 0.02
O 0.960 1.712 0.282 0.26
H 3.592 4.774 1.171 0.00
H 1.883 4.584 1.624 0.00
H 2.318 5.341 0.079 0.00
F -1.297 2.499 -1.624 0.02
B -1.884 3.579 -0.903 0.01
F -3.271 3.361 -0.807 0.02
F -1.526 4.788 -1.436 0.00
F -1.354 3.519 0.479 0.04
```

Summary:
LUMO level (alpha / beta) = -2.943 / -5.039 eV
frontier orbital gap (alpha / beta) = 7.52 / 6.20 eV
expectation value of S² = 8.7865
spin multiplicity = 6
net charge = +1
E_HOMO (alpha / beta) = -10.5 / -11.2 eV
total energy = -105571.632 eV